i) The following is a quantum chemistry calculation of a 4-piece molecular cluster, H8O4 overall, from the Open Molecules 2025 dataset.

Bonds (Å) are listed after each position.
Atoms and positions in Å:
1 O 1.47663 -4.79733 -2.97323  H2 0.942, H3 0.940
2 H 0.87085 -4.10097 -2.78300  O1 0.942
3 H 2.32762 -4.42793 -2.82214  O1 0.940
4 H -2.57568 -1.10753 -1.49609  O5 0.980
5 O -2.61618 -0.63380 -0.63942  H4 0.980, H6 0.974
6 H -1.76062 -0.37352 -0.25452  O5 0.974
7 O 0.43548 3.19739 2.89225  H8 0.975, H9 0.975
8 H -0.48105 2.91167 3.05959  O7 0.975
9 H 0.42641 4.10569 2.53897  O7 0.975
10 O 0.50938 1.85717 0.51715  H11 0.983, H12 0.959
11 H 0.90683 0.96852 0.65409  O10 0.983
12 H 0.48033 2.40063 1.30634  O10 0.959

Output
HOMO: -11.180 eV
Multiplicity: 1
LUMO level: 0.41 eV
SMILES: O.O.O.O

Here is what natural (NBO) gives for the atomic charges, in e: O -0.9297; H 0.4643; H 0.4653; H 0.4806; O -0.9668; H 0.4860; O -0.9449; H 0.4874; H 0.4871; O -0.9897; H 0.4709; H 0.4893

***

ii) The following is a quantum chemistry calculation of a 4-piece molecular cluster, H8O4 overall, from the Open Molecules 2025 dataset.

Bonds (Å) are listed after each position.
Atoms and positions in Å:
1 O -29.02164 -12.09863 -26.37408  H2 0.957, H3 0.957
2 H -29.42176 -12.91955 -26.66087  O1 0.957
3 H -28.20850 -12.03991 -26.87564  O1 0.957
4 O -30.32533 -15.28774 -27.38688  H5 0.957, H6 0.957
5 H -29.72148 -15.98246 -27.64945  O4 0.957
6 H -30.81740 -15.08417 -28.18227  O4 0.957
7 O -29.95668 -9.91075 -23.48225  H8 0.957, H9 0.957
8 H -29.83281 -10.67420 -24.04619  O7 0.957
9 H -29.11008 -9.46424 -23.49342  O7 0.957
10 O -26.35615 -12.97254 -28.80975  H11 0.957, H12 0.957
11 H -26.26672 -13.90845 -28.98948  O10 0.957
12 H -25.51763 -12.59576 -29.07653  O10 0.957

Output
HOMO: -10.956 eV
Multiplicity: 1
LUMO level: 0.35 eV
SMILES: O.O.O.O

Here is what natural (NBO) gives for the atomic charges, in e: O -0.9602; H 0.4815; H 0.4777; O -0.9412; H 0.4703; H 0.4718; O -0.9443; H 0.4803; H 0.4637; O -0.9419; H 0.4698; H 0.4725

***

Which is most stable? The ranking, best first, is ii), i).